No. 1
{
  "formula": "C26H26N5O2Pd",
  "method": "ωB97M-V/def2-TZVPD",
  "symbols": ["C", "H", "C", "C", "C", "C", "H", "O", "H", "C", "Pd", "C", "H", "O", "H", "C", "H", "H", "N", "H", "C", "C", "C", "H", "H", "C", "H", "C", "C", "H", "C", "H", "H", "H", "C", "N", "H", "C", "C", "H", "C", "H", "H", "H", "H", "N", "C", "C", "H", "H", "H", "C", "N", "C", "C", "H", "C", "C", "N", "H"],
  "coordinates": [[-1.415917, -2.310148, -2.444818], [0.582283, 3.913952, 0.865382], [-0.126217, -0.804248, 3.437482], [-1.906117, -2.988448, -1.181518], [1.888683, -0.553748, -0.057718], [-2.352517, 1.422652, 1.050182], [-2.077817, 0.874152, 1.946382], [-2.578117, -4.016148, 1.108282], [-2.476417, -3.715148, -3.653218], [-1.293617, -2.310548, -4.820218], [-0.275617, -0.599148, -0.023818], [2.694783, 0.441352, 0.497882], [-1.645417, 1.327052, -2.143818], [-2.570217, -3.989248, -1.220018], [-3.692317, 2.752752, 2.058482], [2.112983, 1.718152, 1.056082], [-1.579217, -2.718448, -5.780918], [3.302083, 3.094352, 0.075382], [-1.781317, 1.046252, -0.097218], [4.261983, -2.840348, -0.813718], [1.650683, 4.096752, 0.742382], [-1.321217, -2.410148, 4.752082], [-3.260217, 2.468352, 1.111982], [-2.479517, -3.803048, 3.547182], [0.548983, 0.039852, 3.350882], [3.831683, -1.922248, -0.448518], [0.017083, -0.792948, -5.608318], [-1.814517, -2.950948, 3.575182], [2.455683, -1.724048, -0.538918], [-3.249617, 3.216452, -2.181618], [-1.418617, -2.369048, 2.375682], [1.027483, 1.592552, 1.196582], [0.615083, 0.070252, -3.355118], [1.880283, 3.501852, -1.828818], [-1.806517, -2.866748, -3.658418], [-0.593117, -1.271648, -2.359218], [2.081783, 4.325652, 1.716282], [-2.113217, 1.673252, -1.228118], [-0.084617, -0.749548, -3.469018], [2.322483, 1.797752, -1.641118], [-0.459617, -1.326048, 4.683882], [4.690483, 1.007452, 1.002482], [0.714783, 2.364452, -1.120418], [5.697083, -1.089448, 0.182382], [1.847883, -2.508548, -0.980118], [2.294183, 2.901752, 0.158382], [-0.414117, -1.243248, -4.727418], [-3.013917, 2.726652, -1.250218], [-1.610717, -2.836748, 5.703382], [-0.048517, -0.880348, 5.576682], [1.785783, 4.960252, 0.091182], [-1.908117, -3.018848, 1.099582], [-0.610717, -1.315248, 2.310782], [-3.595117, 3.135052, -0.057818], [4.631883, -0.936748, 0.103382], [2.581583, 1.948252, 2.016182], [1.774483, 2.625352, -1.191518], [4.071383, 0.238852, 0.563582], [-1.494517, -2.377748, -0.032418], [-4.296217, 3.957552, -0.041518]],
  "forces_ev_per_angstrom": [[-0.57, -0.90, -0.68], [0.09, -0.13, -0.09], [-0.07, -0.09, 0.23], [1.34, 1.99, -0.34], [1.37, -0.18, 0.07], [-0.22, 0.20, 0.51], [0.00, 0.05, -0.14], [-0.84, -1.17, -0.70], [-0.01, -0.02, -0.14], [-0.06, 0.00, -0.16], [-1.44, -0.57, -0.03], [-0.61, 0.38, 0.07], [-0.03, -0.03, 0.10], [-0.85, -1.18, 0.69], [-0.03, -0.04, 0.09], [-0.09, -0.77, 0.31], [0.05, 0.04, -0.03], [-0.21, -0.10, 0.03], [0.67, -0.73, 0.11], [0.03, -0.13, -0.05], [-0.31, 0.84, 0.39], [-0.02, 0.05, 0.15], [0.13, -0.14, -0.10], [0.00, -0.03, 0.14], [-0.06, -0.05, -0.02], [-0.08, 0.25, 0.16], [0.03, 0.01, -0.07], [0.17, 0.18, -0.45], [-0.71, -0.14, -0.19], [-0.01, -0.01, -0.11], [-0.57, -0.86, 0.65], [0.27, 0.29, 0.02], [-0.06, -0.01, 0.02], [0.04, 0.06, 0.16], [0.18, 0.19, 0.45], [0.25, 0.40, 1.19], [0.07, -0.13, -0.06], [-0.08, 0.27, -0.50], [-0.06, -0.10, -0.26], [0.00, 0.07, 0.13], [-0.03, -0.03, -0.13], [0.17, 0.06, 0.12], [0.12, 0.07, 0.12], [0.11, -0.01, -0.03], [0.02, 0.04, -0.04], [0.31, 0.04, -0.02], [-0.03, -0.02, 0.14], [0.14, -0.18, 0.12], [0.05, 0.04, 0.03], [0.03, 0.01, 0.07], [0.08, -0.15, -0.04], [1.38, 2.00, 0.35], [0.17, 0.43, -1.07], [0.06, -0.05, -0.01], [0.21, -0.12, -0.08], [-0.13, 0.16, -0.10], [-0.20, -0.13, -0.92], [-0.30, -0.08, -0.04], [0.18, 0.14, -0.05], [-0.04, 0.02, 0.00]],
  "homo_ev": [-17.9, -17.9],
  "total_charge": 3,
  "spin_multiplicity": 5,
  "e_above_lowest_kcal_mol": 4.6,
  "orbital_gap_ha": [0.3217, 0.2201],
  "s2": 6.02
}

No. 2
{
  "formula": "C34H33NO4",
  "method": "ωB97M-V/def2-TZVPD",
  "symbols": ["C", "C", "C", "C", "C", "C", "H", "H", "H", "H", "C", "O", "H", "C", "C", "C", "C", "H", "H", "C", "C", "C", "C", "H", "C", "H", "C", "H", "C", "H", "C", "O", "H", "C", "C", "H", "C", "H", "C", "C", "H", "H", "H", "H", "C", "N", "O", "H", "H", "H", "H", "C", "C", "C", "H", "H", "C", "C", "H", "C", "C", "H", "C", "H", "H", "H", "H", "O", "H", "C", "H", "H"],
  "coordinates": [[-4.687171, 5.272782, 1.649119], [-1.707625, 5.881359, 3.686461], [1.563859, 3.885789, 2.869700], [-4.265850, 3.191974, 7.718839], [-3.579443, 4.390555, 7.423910], [-1.034182, 6.888561, 2.997232], [2.278039, 3.889082, 3.692111], [-3.745387, 1.287083, -1.440173], [-5.092073, 1.358552, 6.914068], [2.475253, 5.526430, 1.799697], [1.672994, 4.790702, 1.810511], [-2.064058, -0.376095, 2.596696], [-4.977765, 4.377973, 10.478045], [-0.274328, 3.798710, 0.777077], [-4.637869, 2.320730, 6.660816], [-1.561446, 7.439907, 1.813371], [-4.191590, 0.989547, -0.478405], [-7.573233, 4.922493, -0.084801], [-4.776625, 2.063306, 4.537439], [-1.399831, 1.824363, 1.816036], [-5.628450, 5.500235, 0.658086], [-2.914821, 5.416855, 3.170351], [-6.163266, 3.669539, 2.778913], [-4.866639, 1.784516, -0.121112], [-4.469786, 2.721009, 5.348838], [-0.997620, 3.796720, -0.025953], [-3.375214, 4.756456, 6.106843], [-6.384956, 3.009820, 3.615290], [-3.670676, 2.143389, 9.898589], [-2.869892, 5.694349, 5.895098], [-7.080110, 3.860374, 1.739643], [-2.863807, 3.009861, 0.334502], [-2.523093, -2.817446, 2.170252], [-2.496227, 1.940393, 0.837023], [0.542427, 2.952385, 2.884688], [-5.414926, 6.233508, -0.122104], [-0.410372, 2.843734, 1.831580], [-6.188214, 4.237524, 9.170644], [-1.892669, -1.377837, 3.648252], [-5.514813, 3.677677, 9.823700], [-4.199050, -1.152692, -0.810571], [-4.243705, 1.416097, 10.483146], [0.784346, 5.464212, -0.043979], [-2.914543, 1.624312, 9.306542], [-3.419543, 5.934443, 1.925066], [-4.589750, 2.871893, 9.046911], [-3.120514, 0.800484, 0.496230], [-2.241363, -0.945796, 4.599862], [-2.508519, -3.435395, 3.831153], [-3.207640, 7.392044, 0.370546], [-0.080781, 7.253703, 3.381205], [-2.727628, -2.555597, 3.215185], [0.732879, 4.750316, 0.777396], [-3.883668, 3.970563, 5.040777], [0.461729, 2.262442, 3.711698], [-1.021936, 8.244991, 1.310376], [-6.824736, 4.770931, 0.696095], [-1.283661, 0.705395, 2.776116], [-5.657909, -0.318255, -1.370699], [-2.764316, 6.967317, 1.274304], [-4.951552, 4.356031, 2.731638], [-3.171232, 2.823102, 10.603692], [-3.877549, 4.479043, 3.694731], [-6.100868, 3.004368, 10.459546], [-5.407781, -0.588311, 0.358603], [-3.799315, -2.343351, 3.311913], [-1.298811, 5.449914, 4.601404], [-0.517233, 0.688456, 3.750355], [-3.224663, 5.018912, 8.247132], [-4.897830, -0.339511, -0.580481], [-8.018946, 3.304069, 1.744579], [-0.835276, -1.658937, 3.744130]],
  "forces_ev_per_angstrom": [[-1.03, -0.76, 0.39], [0.28, -0.16, -0.07], [-0.10, 0.21, -0.45], [0.33, 0.35, -0.53], [-0.38, -0.62, 0.00], [-0.01, 0.27, -0.40], [-0.11, 0.10, -0.19], [-0.17, 0.03, 0.36], [0.13, 0.38, -0.11], [-0.13, -0.11, -0.03], [0.12, 0.08, 0.14], [-0.08, -0.30, 0.28], [-0.11, 0.13, 0.04], [-0.06, 0.08, 0.26], [0.17, 0.50, 0.67], [0.31, -0.19, 0.56], [0.30, -0.12, 0.39], [0.22, -0.09, 0.27], [0.13, 0.12, 0.18], [-1.09, -0.86, 0.12], [0.47, -0.14, 0.30], [-0.69, 0.19, -0.76], [0.13, 0.07, -0.18], [0.31, -0.23, -0.24], [0.07, 0.12, -0.02], [0.21, -0.01, 0.05], [-0.12, 0.02, -0.29], [-0.12, 0.16, -0.28], [-0.08, 0.01, -0.26], [-0.27, -0.14, 0.00], [-0.02, 0.23, -0.36], [0.23, -0.77, 0.39], [0.01, 0.09, 0.22], [-0.07, 0.83, 0.06], [0.03, 0.16, 0.11], [-0.22, -0.27, 0.15], [0.93, 1.16, 0.01], [0.07, -0.10, 0.09], [-0.19, 0.22, -0.46], [0.28, 0.03, -0.37], [-0.08, 0.22, 0.05], [0.21, -0.06, 0.04], [0.04, -0.15, 0.15], [-0.11, 0.02, 0.07], [1.09, 0.33, 0.69], [-0.44, -0.65, 0.42], [-0.51, 0.10, -0.44], [0.26, -0.18, -0.28], [0.00, 0.17, -0.04], [0.34, -0.06, 0.22], [-0.28, -0.11, -0.15], [-0.37, -0.34, -0.02], [0.02, -0.24, 0.21], [0.07, -0.27, 0.52], [0.14, 0.28, -0.18], [-0.15, -0.26, 0.17], [-0.06, -0.37, 0.38], [0.77, 0.18, 0.87], [0.14, 0.08, 0.10], [-0.48, -0.49, 0.06], [-0.10, 0.65, -0.94], [0.13, -0.06, -0.01], [0.68, 0.24, -0.06], [-0.05, 0.17, -0.03], [0.16, 0.06, -0.15], [0.19, -0.01, -0.10], [0.03, 0.19, -0.38], [-0.80, 0.01, -0.84], [-0.19, -0.20, -0.34], [-0.26, -0.36, 0.00], [0.26, 0.20, 0.01], [-0.31, 0.28, -0.05]],
  "homo_ev": -6.0,
  "spin_multiplicity": 1,
  "e_above_lowest_kcal_mol": 0.0,
  "orbital_gap_ha": 0.1171
}